Entry 1:
{"formula": "C18H19F3NO6S3", "method": "wB97M-V/def2-TZVPD", "energy_ha": -2697.49927, "homo_energy_ha": -0.112, "total_charge": -1, "relative_energy_kcal_mol": 0.0, "e_lumo_ev": 2.512, "orbital_gap_ev": 5.55, "symbols": ["C", "C", "O", "C", "C", "S", "C", "C", "C", "C", "C", "C", "O", "O", "O", "H", "H", "H", "H", "H", "H", "H", "H", "H", "H", "H", "C", "N", "S", "C", "F", "F", "F", "S", "C", "C", "C", "C", "C", "C", "O", "O", "H", "H", "H", "H", "H", "H", "H", "H"], "positions_angstrom": [[-3.481131, 1.610564, -3.491010], [-3.152921, 0.465443, -2.578290], [-1.779161, 0.702069, -2.150751], [-1.520397, -0.033315, -1.061985], [-0.182874, 0.265252, -0.455350], [-0.946706, 1.522226, 1.137522], [-0.175149, 3.183543, 1.288617], [1.132449, 3.487482, 0.915476], [1.568007, 4.820131, 1.034835], [0.720330, 5.793151, 1.571536], [-0.561024, 5.439047, 2.016897], [-0.999567, 4.117956, 1.884859], [-2.285007, 1.885007, 0.695974], [-0.791709, 0.891420, 2.436053], [-2.314318, -0.821974, -0.574499], [-4.360587, 1.372616, -4.086276], [-3.711838, 2.489335, -2.883546], [-2.642419, 1.851658, -4.147147], [-3.812126, 0.463027, -1.695421], [-3.189586, -0.517167, -3.071307], [0.381638, 1.056253, -0.965475], [1.781304, 2.700176, 0.543311], [2.572743, 5.090998, 0.703757], [1.056477, 6.829463, 1.657388], [-1.228876, 6.174266, 2.461130], [-1.987651, 3.821185, 2.235154], [1.300382, -4.878821, 0.711733], [0.767665, -4.112187, -0.387994], [1.922195, -2.580689, -0.965398], [2.748293, -3.341421, -2.359316], [1.956405, -3.442922, -3.457819], [3.815792, -2.530718, -2.671743], [3.228500, -4.572032, -2.033590], [-0.719159, -3.364772, -0.096831], [-0.120933, -1.945983, 0.776904], [0.145257, -2.041580, 2.119288], [1.216123, -1.362116, 2.703034], [2.149591, -0.718895, 1.885043], [1.928145, -0.526057, 0.547164], [0.588111, -0.872126, -0.042410], [-1.189216, -3.063569, -1.422624], [-1.502584, -4.172727, 0.801428], [2.368728, -4.671680, 0.790351], [0.816506, -4.725259, 1.680120], [1.179848, -5.931980, 0.448311], [-0.471504, -2.714916, 2.715588], [1.352480, -1.392203, 3.782703], [3.094121, -0.376116, 2.318609], [2.676480, -0.064860, -0.114243], [0.658873, -1.256181, -1.149759]], "forces_ev_per_a": [[-0.227, 0.322, -0.027], [0.245, 0.143, -0.147], [-0.753, -0.487, 0.249], [-1.150, -0.952, 1.038], [-1.820, 3.440, 1.239], [0.165, -0.650, -0.108], [0.648, -0.804, -0.166], [-0.366, 0.519, 0.048], [-0.140, -0.317, 0.044], [-0.167, -0.156, 0.029], [0.277, -0.418, -0.122], [-0.194, 0.769, 0.096], [-0.095, -0.099, -0.021], [-0.033, 0.343, -0.641], [1.104, 1.390, -0.739], [-0.049, 0.038, -0.122], [0.089, 0.039, -0.159], [-0.118, -0.094, -0.045], [0.365, -0.151, -0.372], [-0.030, 0.289, 0.210], [-0.083, -0.422, -0.167], [-0.021, 0.128, -0.048], [-0.286, -0.083, 0.139], [-0.072, -0.342, -0.047], [0.208, -0.070, -0.070], [0.215, 0.088, -0.221], [0.723, -0.405, 0.229], [0.988, 1.332, -1.753], [1.532, -5.183, -0.022], [-0.099, -0.592, 0.410], [0.946, -0.250, 0.410], [-0.801, -0.727, -0.031], [0.032, 0.375, -0.970], [0.262, 2.209, 0.670], [-0.175, -0.302, -1.207], [0.267, -0.193, 0.507], [-0.320, -0.497, 0.834], [0.141, 0.485, -0.542], [0.109, 0.658, 0.050], [-0.841, 0.225, 0.116], [0.064, -0.188, 0.180], [0.376, -0.452, -0.324], [-0.067, -0.063, 0.150], [0.022, 0.361, -0.164], [0.025, -0.042, 0.047], [0.173, 0.084, -0.077], [0.012, -0.035, -0.255], [-0.249, -0.082, -0.133], [-0.237, -0.225, 0.308], [-0.597, 1.039, 1.698]]}

Entry 2:
{"formula": "C18H19FeO", "method": "wB97M-V/def2-TZVPD", "energy_ha": -2035.94899, "homo_energy_ha": [-0.023, -0.107], "total_charge": -1, "spin_multiplicity": 5, "e_lumo_ev": [2.988, 2.843], "orbital_gap_ev": [3.63, 5.75], "symbols": ["C", "C", "C", "C", "C", "Fe", "C", "C", "C", "C", "C", "C", "C", "C", "C", "C", "C", "C", "H", "H", "H", "H", "H", "H", "H", "H", "H", "H", "H", "H", "H", "H", "H", "C", "O", "H", "H", "H", "H"], "positions_angstrom": [[-2.613909, -2.573997, -0.399026], [-2.836150, -1.143984, -0.452610], [-3.324971, -0.713328, 0.842921], [-3.409142, -1.880896, 1.697061], [-2.965802, -3.031790, 0.933843], [-1.586036, -1.618790, 0.998206], [-0.307460, -1.981487, 2.487047], [0.201431, -2.472591, 1.223321], [0.232229, -1.369321, 0.281819], [-0.222131, -0.153870, 0.941519], [-0.374614, 1.206475, 0.276667], [-0.337806, 2.394547, 1.195391], [-0.998447, 3.558348, 0.765449], [-0.988955, 4.710896, 1.552015], [-0.401190, 4.657513, 2.827676], [0.222446, 3.488342, 3.303870], [0.291053, 2.372250, 2.466015], [-0.579262, -0.556349, 2.327931], [-2.317479, -3.192354, -1.245149], [-2.753764, -0.517539, -1.341248], [-3.651835, 0.297876, 1.093097], [-3.831409, -1.891941, 2.706078], [-2.994628, -4.071593, 1.263361], [-0.380062, -2.543974, 3.417300], [0.551105, -3.482668, 1.044363], [0.592578, -1.381454, -0.736375], [-1.189603, 1.181294, -0.456421], [-1.510319, 3.523571, -0.197510], [-1.435742, 5.630053, 1.147345], [-0.409481, 5.554022, 3.449699], [0.678027, 3.436468, 4.303225], [0.796787, 1.467895, 2.810334], [-0.919938, 0.089070, 3.136706], [1.037369, 2.656868, -1.556745], [0.889764, 1.420426, -0.745213], [1.682112, 3.322618, -0.967312], [1.534140, 2.440171, -2.522685], [0.040021, 3.053050, -1.763800], [1.166551, 0.590928, -1.229492]], "forces_ev_per_a": [[-1.760, -0.337, -0.583], [-1.763, -0.109, -0.724], [-1.919, -0.129, -0.623], [-1.933, -0.261, -0.271], [-1.742, -0.503, -0.624], [0.598, -0.182, 0.321], [1.579, 0.976, 0.133], [1.546, 0.423, 0.470], [1.687, 0.480, 0.698], [1.488, 0.503, 0.698], [-2.181, -0.177, 4.092], [-0.527, -2.033, -1.530], [-0.035, 1.079, 0.359], [-0.045, -0.712, -0.484], [0.067, 0.741, 0.457], [0.014, -0.556, -0.927], [0.238, 0.464, 0.845], [1.832, 0.250, 0.230], [0.060, 0.162, 0.368], [0.112, -0.200, 0.313], [0.281, -0.388, -0.014], [0.382, -0.037, -0.412], [0.156, 0.431, -0.059], [-0.109, 0.177, -0.374], [-0.161, 0.160, -0.088], [-0.050, -0.301, -0.097], [0.157, 0.414, 0.114], [0.068, 0.212, 0.217], [0.123, -0.382, 0.429], [-0.016, -0.205, -0.103], [-0.248, 0.160, -0.500], [-0.180, 0.331, -0.229], [-0.048, -0.187, -0.474], [0.520, -0.185, -0.342], [2.459, -0.352, -2.030], [-0.569, -0.041, -0.226], [-0.264, -0.105, 0.637], [0.252, 0.014, 0.282], [-0.065, 0.404, 0.051]]}

Entry 3:
{"formula": "C18H19IN4O4Sn", "method": "wB97M-V/def2-TZVPD", "energy_ha": -1729.19625, "homo_energy_ha": [-0.199, -0.216], "total_charge": 0, "relative_energy_kcal_mol": 71.2, "e_lumo_ev": [-0.339, -0.007], "orbital_gap_ev": [5.08, 5.87], "symbols": ["Sn", "C", "C", "N", "C", "C", "C", "O", "C", "C", "N", "C", "C", "C", "C", "C", "C", "I", "C", "O", "H", "H", "H", "H", "H", "H", "H", "H", "H", "H", "H", "H", "N", "C", "C", "O", "O", "H", "H", "H", "H", "C", "C", "N", "H", "H", "H"], "positions_angstrom": [[-1.167932, -0.268382, 0.458721], [-0.985487, 3.720995, -2.025312], [0.329757, 3.186364, -1.581142], [1.426516, 3.676782, -2.077148], [2.602459, 3.268577, -1.551904], [2.746868, 2.318017, -0.612793], [4.119762, 1.991488, -0.047915], [5.033503, 2.953024, -0.497448], [1.638055, 1.481756, -0.291845], [1.804392, 0.209136, 0.387367], [0.877100, -0.778697, 0.447786], [1.108297, -1.989876, 1.199220], [1.891914, -3.046686, 0.695142], [2.193146, -4.199025, 1.396708], [1.620137, -4.336589, 2.676532], [0.775761, -3.351509, 3.215907], [0.532934, -2.180830, 2.483300], [-0.641917, -0.629058, 3.353500], [0.401650, 2.016220, -0.645225], [-0.745083, 1.696107, -0.058661], [-1.311061, 3.199457, -2.929319], [-0.839902, 4.782731, -2.283331], [-1.747949, 3.653103, -1.226073], [3.435047, 3.817876, -1.976868], [4.413292, 0.956237, -0.283120], [3.924149, 2.141269, 1.087459], [5.897641, 2.454647, -0.567421], [2.786321, -0.101721, 0.774860], [2.289560, -2.869890, -0.301187], [2.768169, -5.039408, 0.959163], [1.754331, -5.280523, 3.218721], [0.452170, -3.415490, 4.282508], [-2.158652, -2.364233, 0.439871], [-2.471295, -2.801011, -0.980833], [-2.512510, -1.481185, -1.889829], [-3.303659, -1.405662, -2.799061], [-1.703091, -0.505197, -1.483583], [-1.657414, -3.101152, 0.959071], [-3.019684, -2.292790, 1.023311], [-3.438544, -3.328709, -0.986234], [-1.657695, -3.443768, -1.324628], [-4.871472, 2.056577, -0.389872], [-4.022651, 1.311639, 0.524424], [-3.253696, 0.590202, 0.998126], [-5.867448, 2.150143, 0.062457], [-4.984867, 1.503992, -1.324056], [-4.460934, 3.075053, -0.509345]], "forces_ev_per_a": [[0.907, 1.202, -0.864], [-0.314, 0.668, 0.191], [0.625, -2.656, 1.321], [-0.384, 0.552, 0.039], [0.247, 1.176, -0.894], [0.991, -1.681, -0.370], [-1.958, 0.743, 1.636], [2.387, -1.296, -0.237], [0.133, -0.796, 0.680], [1.076, 0.432, 0.029], [-0.334, -1.488, -0.059], [0.013, 0.551, 0.430], [0.275, 0.915, -0.760], [-0.849, -0.378, 0.751], [-0.323, -0.382, -0.175], [0.578, 0.210, 0.436], [0.369, 0.042, -0.280], [0.509, -0.587, 1.478], [-1.105, 2.439, -1.051], [-0.097, -0.455, 0.192], [-0.213, -0.036, 0.157], [-0.113, -0.398, 0.024], [0.364, -0.138, -0.511], [0.205, -0.232, 0.427], [0.028, 0.318, 0.181], [0.817, -0.711, -1.364], [-1.324, 1.263, 0.070], [-0.374, 0.527, -0.022], [0.031, -0.163, 0.064], [-0.317, 0.863, 0.293], [0.110, 0.545, -0.050], [0.014, -0.108, -1.188], [-1.019, -2.007, 0.369], [-0.079, 1.255, 0.604], [0.001, 0.058, 1.164], [0.396, -0.147, 0.063], [-1.032, -1.438, -1.247], [0.136, 0.402, -0.546], [0.566, 0.258, -0.901], [0.485, 0.263, -0.411], [-0.181, 0.046, -0.003], [-0.546, 0.720, 0.691], [0.720, -0.839, -0.834], [-1.791, 0.817, 0.853], [0.182, 0.061, -0.131], [0.336, 0.163, -0.002], [-0.146, -0.554, -0.247]]}

Entry 4:
{"formula": "C18H19N2O", "method": "wB97M-V/def2-TZVPD", "energy_ha": -881.84567, "homo_energy_ha": -0.402, "total_charge": 1, "relative_energy_kcal_mol": 0.0, "e_lumo_ev": -3.538, "orbital_gap_ev": 7.41, "smiles": "CC1=[N+]([C@H](C)n2c3ccccc3c3ccccc32)CCO1", "symbols": ["C", "C", "N", "C", "C", "N", "C", "C", "C", "C", "C", "C", "C", "C", "C", "C", "C", "C", "C", "C", "O", "H", "H", "H", "H", "H", "H", "H", "H", "H", "H", "H", "H", "H", "H", "H", "H", "H", "H", "H"], "positions_angstrom": [[1.998185, -1.733297, -0.014061], [0.995176, -2.165249, -0.995025], [-0.291817, -1.780680, -1.055742], [-1.025420, -1.113033, 0.009730], [-2.458619, -0.831789, -0.385522], [-0.314508, 0.115904, 0.387961], [0.094149, 0.468956, 1.685604], [0.117123, -0.280049, 2.857348], [0.602695, 0.348670, 4.017957], [1.087548, 1.673918, 3.982764], [1.081270, 2.403867, 2.794177], [0.607806, 1.787916, 1.641905], [0.424973, 2.270645, 0.303041], [0.578547, 3.551516, -0.219091], [0.178779, 3.765467, -1.542288], [-0.393714, 2.731991, -2.304924], [-0.600677, 1.445742, -1.762534], [-0.169131, 1.230501, -0.458260], [-0.992638, -2.590558, -2.048974], [0.133322, -3.353344, -2.683249], [1.338049, -3.003985, -1.946551], [1.541244, -1.184265, 0.810683], [2.516766, -2.609059, 0.398008], [2.741757, -1.070788, -0.481289], [-1.023552, -1.764939, 0.902971], [-3.077751, -1.687114, -0.098422], [-2.821041, 0.028581, 0.190239], [-2.601362, -0.649656, -1.463690], [-0.233096, -1.313895, 2.846038], [0.604810, -0.182905, 4.966452], [1.461393, 2.139201, 4.895486], [1.417745, 3.439132, 2.721014], [0.963984, 4.338300, 0.428143], [0.293773, 4.757555, -1.981561], [-0.703622, 2.931074, -3.331775], [-1.081959, 0.652633, -2.330668], [-1.724467, -3.247900, -1.564461], [-1.521119, -1.991780, -2.795894], [-0.030712, -4.435361, -2.640976], [0.286110, -3.091921, -3.734567]], "forces_ev_per_a": [[0.277, 0.097, 0.525], [-1.293, 0.409, -0.629], [1.881, -1.327, -0.143], [0.554, 1.692, 1.500], [-0.788, -0.251, -0.180], [-0.417, -0.640, -0.448], [0.515, 0.356, -0.079], [0.072, 0.147, 0.200], [0.072, 0.237, -0.479], [-0.173, -0.121, -0.104], [-0.004, -0.271, 0.051], [-0.416, -0.568, 0.454], [-0.436, 0.191, -0.538], [-0.189, -0.418, -0.511], [0.049, 0.021, 0.114], [0.028, -0.426, 0.376], [0.337, 0.489, -0.174], [0.080, 0.510, 0.591], [-0.718, 0.083, -0.190], [0.170, -0.955, -1.270], [-0.517, 0.461, 0.851], [0.117, -0.133, -0.213], [-0.055, 0.133, -0.328], [-0.203, -0.253, -0.040], [0.072, 0.282, -0.380], [-0.046, 0.112, -0.193], [0.146, -0.196, -0.260], [0.058, 0.118, 0.617], [0.048, 0.280, 0.342], [0.015, 0.019, -0.240], [-0.155, -0.200, -0.233], [0.033, -0.316, 0.293], [-0.037, -0.046, -0.379], [-0.068, -0.328, 0.081], [0.075, -0.048, 0.325], [0.109, 0.298, -0.054], [0.167, 0.170, -0.006], [0.106, 0.090, 0.296], [0.377, 0.223, 0.166], [0.155, 0.076, 0.291]]}

| no. | M (g mol⁻¹) |
| --- | --- |
| 1 | 498.55 |
| 2 | 307.19 |
| 3 | 600.99 |
| 4 | 279.36 |